71
Properties=species:S:1:pos:R:3:lowdin_charge:R:1 method="wB97M-V/def2-TZVPD" total_charge=-1 e_above_lowest_kcal_mol=0.0 max_force_ha_per_bohr=0.053 gap_ev=4.4 mol_weight_g_mol=524.66 homo_ev=-2.914 lumo_energy_ha=0.055
C 2.9004 1.3412 4.2310 -0.0373
N 2.9322 0.0625 3.5349 -0.0215
C 4.1569 -0.4999 3.1911 -0.6270
S 5.6503 0.2671 3.3127 0.8154
N 4.0819 -1.8394 2.8518 -0.0605
C 5.3675 -2.5048 2.6785 -0.0980
C 2.9512 -2.4010 2.1989 -0.3305
O 3.0402 -3.4546 1.5662 0.0688
C 1.6775 -1.6955 2.4215 -0.0262
C 0.5309 -2.1873 1.8861 0.0805
C -0.8525 -1.8502 2.2203 -0.2113
C -1.4542 -0.6416 1.8352 0.0184
C -2.7876 -0.3767 2.1087 -0.1417
C -3.5869 -1.3289 2.8109 -0.0995
N -4.9048 -1.0704 3.0846 -0.0927
C -5.5932 0.0323 2.4396 -0.1762
C -4.7060 1.2529 2.2886 -0.1718
C -3.3843 0.8923 1.6056 -0.1492
C -5.8103 -2.1049 3.5452 -0.1770
C -5.1381 -3.1531 4.4127 -0.1718
C -3.8021 -3.6421 3.8400 -0.1538
C -2.9941 -2.5696 3.1873 -0.1504
C -1.6621 -2.8053 2.8717 0.0105
C 1.6825 -0.5860 3.3821 -0.3182
O 0.6875 -0.2298 4.0161 0.0930
H 1.9764 1.3927 4.8096 0.0921
H 3.7957 1.4213 4.8509 0.0563
H 2.9034 2.1465 3.4874 0.0824
H 5.1836 -3.5598 2.4851 0.0841
H 5.9177 -2.0398 1.8509 0.0830
H 5.9415 -2.3362 3.5956 0.0611
H 0.6637 -2.9908 1.1561 0.1383
H -0.8527 0.0975 1.3022 0.1392
H -5.9554 -0.2635 1.4378 0.1304
H -6.4664 0.2832 3.0493 0.1160
H -5.2154 2.0097 1.6881 0.1097
H -4.4833 1.7106 3.2597 0.1194
H -2.6489 1.7025 1.7236 0.1245
H -3.5604 0.7844 0.5210 0.1274
H -6.5969 -1.6039 4.1220 0.1167
H -6.3130 -2.5978 2.6929 0.1273
H -4.9677 -2.7669 5.4236 0.1148
H -5.8133 -4.0059 4.5162 0.1070
H -3.1998 -4.1071 4.6341 0.1177
H -3.9979 -4.4465 3.1099 0.1216
H -1.1699 -3.7331 3.1782 0.1271
C 5.2850 3.6918 3.6916 -0.0938
C 5.1788 3.2124 2.2592 -0.2726
O 3.7832 3.0899 1.9555 -0.1624
C 3.3401 2.5590 0.7521 -0.4671
C 2.2349 3.4349 0.3581 -0.1269
C 2.3022 3.9432 -1.0135 -0.4214
O 3.1548 3.6027 -1.8318 -0.0328
C 1.2676 5.0400 -1.3958 -0.1327
C 0.8742 5.9826 -0.2514 -0.2220
C 0.5876 5.2295 1.0367 -0.2181
C 1.6579 4.2295 1.4583 -0.2182
O 3.8063 1.5671 0.2293 0.0698
H 6.3316 3.6641 4.0028 0.0711
H 4.9308 4.7283 3.7765 0.0772
H 4.7317 3.0678 4.4040 0.0369
H 5.6545 3.9151 1.5534 0.1309
H 5.6231 2.2082 2.1634 0.0026
H 1.6867 5.6080 -2.2362 0.0995
H 0.3490 4.5572 -1.7707 0.1077
H 1.6212 6.7773 -0.1232 0.1059
H -0.0715 6.4635 -0.5307 0.0922
H 0.3241 5.8791 1.8765 0.0985
H -0.3111 4.6391 0.8467 0.0993
H 1.1740 3.5317 2.1553 0.1004
H 2.4386 4.7084 2.0704 0.1081



71
Properties=species:S:1:pos:R:3:lowdin_charge:R:1 method="wB97M-V/def2-TZVPD" total_charge=+1 max_force_ha_per_bohr=0.036 gap_ev=7.2 mol_weight_g_mol=524.66 homo_ev=-11.242 lumo_energy_ha=-0.150
C 1.2790 -0.3584 -0.3834 -0.0916
C 2.2467 0.2399 0.6701 -0.2424
C 2.4526 1.7530 0.4879 -0.2211
C 2.8960 2.1823 -0.9359 -0.1748
C 2.3957 3.6300 -1.2059 -0.1889
C 1.2791 3.7267 -2.2718 -0.1421
C -0.1809 3.7593 -1.7279 -0.0820
N -0.3536 4.3856 -0.4142 0.0515
C 0.0263 5.6971 -0.1733 -0.1557
C 0.6270 6.6629 -1.1303 0.0329
C -0.2280 5.9065 1.1332 -0.2395
O 0.0057 7.0318 1.8423 0.1127
N -0.7529 4.7321 1.6299 0.0410
O -1.1553 4.4378 2.9044 -0.0126
N -1.7815 5.6240 3.5793 0.0845
O -2.7589 5.2857 4.0583 0.1881
C -0.8313 3.7949 0.6784 -0.1594
C -1.3342 2.4058 0.9466 -0.0592
C -2.2642 1.7874 -0.1334 -0.2431
C -3.1659 2.8023 -0.8962 -0.5389
S -4.8361 2.0641 -1.1148 0.7247
H 0.5689 -1.0670 0.0369 0.0596
H 0.7523 0.4879 -0.8491 0.0477
H 1.8848 -0.7995 -1.1783 0.0789
H 1.8026 0.0932 1.6624 0.1014
H 3.2309 -0.2359 0.6873 0.1070
H 1.5246 2.2763 0.7581 0.0726
H 3.2014 2.1112 1.2038 0.1158
H 3.9879 2.2293 -0.9018 0.1130
H 2.5944 1.4789 -1.7123 0.0998
H 3.2471 4.1979 -1.5987 0.1123
H 2.1505 4.0911 -0.2442 0.0968
H 1.3500 2.8212 -2.8794 0.1144
H 1.4448 4.5762 -2.9337 0.1014
H -0.5869 2.7550 -1.7771 0.1029
H -0.7670 4.3584 -2.4332 0.1370
H 1.5645 6.2288 -1.4939 0.0809
H 0.0022 6.8609 -2.0034 0.1050
H 0.9092 7.5896 -0.6333 0.1000
H 0.9506 7.0125 2.0570 0.1446
H -1.9239 2.4758 1.8639 0.1263
H -0.4848 1.7517 1.1632 0.1156
H -2.9136 1.0362 0.3144 0.0871
H -1.6286 1.2397 -0.8371 0.0931
H -2.7784 2.8893 -1.9102 0.0531
H -3.2516 3.7744 -0.4121 0.0728
H -4.7854 1.4864 -2.3323 -0.1358
C -3.7575 -5.5692 -0.7238 -0.0567
C -3.8307 -6.9211 -0.4039 -0.0506
C -2.7164 -7.5803 0.0874 0.0038
C -1.5201 -6.8940 0.2506 -0.0801
C -1.4399 -5.5424 -0.0921 -0.0845
C -2.5657 -4.8817 -0.5691 -0.0069
C -0.1554 -4.8024 0.0307 -0.2721
O -0.0850 -3.6237 -0.2630 0.0813
C 1.0446 -5.5370 0.5131 -0.0836
C 2.2666 -4.8785 0.5814 -0.0056
C 3.3887 -5.5469 1.0409 -0.0562
C 3.2939 -6.8754 1.4433 -0.0505
C 2.0801 -7.5382 1.3726 0.0041
C 0.9547 -6.8759 0.8994 -0.0799
C -0.3355 -7.6122 0.7967 -0.2759
O -0.4186 -8.7704 1.1444 0.1160
H -4.6323 -5.0541 -1.0995 0.1074
H -4.7600 -7.4595 -0.5369 0.1104
H -2.7744 -8.6302 0.3410 0.1235
H -2.5074 -3.8320 -0.8229 0.1157
H 2.3403 -3.8446 0.2715 0.1124
H 4.3405 -5.0338 1.0884 0.1074
H 4.1705 -7.3943 1.8086 0.1103
H 2.0071 -8.5724 1.6809 0.1235



77
Properties=species:S:1:pos:R:3:lowdin_spin:R:1 method="wB97M-V/def2-TZVPD" total_charge=0 s2=0.75 max_force_ha_per_bohr=0.061 gap_ev="4.9 / 4.2" mol_weight_g_mol=600.61 homo_ev="-6.066 / -6.062" lumo_energy_ha="-0.041 / -0.070" multiplicity=2
N 0.8848 0.6126 0.7690 0.0111
H 1.1785 -0.2176 1.2636 0.0001
H 1.4709 1.4346 0.7999 -0.0002
H 0.0920 0.9995 1.2609 0.0039
H 0.5887 0.3969 -0.1722 0.0000
C -2.8533 3.3184 0.5895 0.0144
C -2.3041 2.7263 1.8658 0.1046
O -0.9921 2.3547 1.9023 0.7823
H -3.7045 3.9885 0.7102 -0.0010
H -3.1938 2.4536 0.0202 0.0033
H -2.0805 3.7772 -0.0273 0.0001
H -2.8592 1.8919 2.2944 0.0143
H -2.2968 3.5571 2.5712 0.0645
C 4.2646 1.4257 0.3935 0.0001
C 3.8774 2.6895 1.1997 0.0001
O 2.5545 2.6754 1.7935 0.0022
H 4.1937 0.4713 0.9153 0.0000
H 5.3160 1.4057 0.1068 0.0000
H 3.6761 1.2949 -0.5146 0.0000
H 4.0515 3.6274 0.6723 0.0000
H 4.4500 2.7590 2.1246 0.0000
C -0.4999 -4.6463 -3.9081 0.0000
C 0.0246 -4.2707 -2.7237 0.0000
C 0.0603 -2.9255 -2.4469 0.0000
C -0.3665 -1.9801 -3.3823 0.0000
C -0.8050 -2.4063 -4.6552 0.0000
C -1.0218 -3.8141 -4.8673 0.0000
N -0.2744 -0.5076 -3.0646 0.0000
O 0.2994 -0.0750 -2.0803 0.0000
O -0.7229 0.3885 -3.7700 0.0000
H -0.6843 -5.7074 -3.9883 0.0000
H 0.4793 -4.8981 -1.9713 0.0000
H 0.2960 -2.7387 -1.4096 0.0000
H -1.0258 -1.7411 -5.4769 0.0000
H -1.4385 -4.2135 -5.7802 0.0000
C 0.4635 3.9073 -1.4781 -0.0002
C 0.3704 3.2455 -2.7201 0.0000
C -0.4434 3.7132 -3.8183 0.0000
C -1.1753 4.9012 -3.6085 0.0000
C -1.0469 5.5848 -2.4395 0.0000
C -0.2365 5.0857 -1.4272 -0.0001
N -1.8612 5.6372 -4.7393 0.0000
O -2.4483 6.6534 -4.5420 0.0000
O -1.8886 5.1861 -5.8660 0.0000
H 1.1517 3.6071 -0.7017 -0.0001
H 1.0225 2.4277 -2.9894 0.0000
H -0.6318 3.2132 -4.7569 0.0000
H -1.5578 6.5244 -2.2891 0.0000
H -0.2114 5.6413 -0.5014 0.0000
C 5.2700 -2.2401 4.5281 0.0000
C 4.6990 -1.1763 3.8208 0.0000
C 3.8331 -1.5177 2.7896 0.0000
C 3.3744 -2.8515 2.5878 0.0000
C 3.9103 -3.8768 3.3491 0.0000
C 4.8302 -3.5992 4.3187 0.0000
N 2.2908 -3.1119 1.5782 0.0000
O 1.9095 -2.2529 0.8441 0.0001
O 1.8705 -4.2670 1.5540 0.0000
H 5.9781 -1.9243 5.2800 0.0000
H 4.7816 -0.1198 4.0294 0.0000
H 3.2846 -0.6988 2.3482 0.0000
H 3.7747 -4.9246 3.1256 0.0000
H 5.1998 -4.3949 4.9485 0.0000
C -5.7480 -2.3762 2.7941 0.0000
C -4.9917 -1.2160 2.7990 0.0000
C -3.7736 -1.1183 2.0148 0.0002
C -3.4039 -2.2300 1.3197 0.0000
C -4.1812 -3.3761 1.3118 0.0000
C -5.3643 -3.4334 2.0263 0.0000
N -2.0090 -2.2843 0.7879 0.0000
O -1.5183 -3.3220 0.3954 0.0000
O -1.3110 -1.2892 0.6829 0.0004
H -6.6139 -2.5410 3.4182 0.0000
H -5.3728 -0.3367 3.2969 0.0000
H -3.1106 -0.2668 1.9735 0.0001
H -3.8510 -4.3180 0.8992 0.0000
H -5.8990 -4.3716 2.0425 0.0000